{"formula": "C19H27N3O3S", "method": "ωB97M-V/def2-TZVPD", "relative_energy_kj_mol": 1977.7, "homo_lumo_gap_ev": 7.5679, "lumo_energy_ev": -0.24, "species": ["H", "C", "H", "H", "N", "C", "H", "H", "C", "H", "C", "C", "O", "C", "H", "H", "C", "H", "H", "H", "S", "C", "H", "H", "H", "H", "H", "H", "H", "H", "C", "O", "C", "H", "C", "H", "C", "C", "C", "H", "C", "C", "H", "C", "H", "C", "H", "C", "N", "H", "O", "N", "H"], "xyz": [[-3.509, -0.767, 2.422], [-5.438, -0.122, 1.542], [4.181, -3.085, 1.747], [-4.796, 0.152, 3.562], [1.906, 1.002, -0.003], [-3.940, -1.113, -0.392], [-1.747, 4.876, 0.219], [5.689, 0.406, 0.338], [-4.631, -0.643, 2.534], [3.810, -2.331, -1.460], [0.396, 4.465, 0.516], [-1.358, 2.861, -0.388], [-0.209, -0.463, -0.545], [5.125, -0.555, 0.300], [-2.238, -0.795, -3.387], [1.265, 0.194, -0.037], [-1.041, 4.218, 0.279], [-3.680, -1.834, 0.088], [-4.316, -0.099, -2.090], [-3.305, -0.064, 0.183], [5.964, -1.913, 0.225], [-3.894, -0.846, -1.934], [-2.402, 2.552, -0.506], [2.429, 3.416, 0.850], [2.513, -3.383, -0.452], [-6.166, -2.867, 1.685], [-4.927, -3.442, 0.663], [-6.607, -3.724, 0.294], [0.579, 5.406, 1.017], [-1.762, -1.664, -1.851], [-2.504, -0.751, -2.155], [2.834, -1.519, -0.067], [3.181, 0.806, 0.179], [-4.302, -1.616, -2.376], [0.934, 2.212, -0.224], [-5.112, 1.084, 1.247], [-6.207, -1.784, -0.073], [-6.049, -3.062, 0.821], [4.474, -3.144, 0.314], [-6.190, -1.934, -1.166], [3.682, -0.412, 0.235], [-0.427, 1.864, -0.265], [-5.020, -1.639, 2.786], [3.421, -2.582, -0.449], [-6.530, -0.090, 1.923], [-0.863, 0.423, -0.783], [4.853, -4.113, -0.011], [1.259, 3.374, 0.587], [-1.767, 0.323, -1.744], [-2.304, 1.424, -2.164], [3.898, 2.139, 0.325], [-5.282, -0.872, 0.051], [-7.231, -1.293, 0.107]], "atomic_forces_ev_per_a": [[-1.35, 0.52, -0.29], [-1.48, 4.46, -6.40], [0.76, -0.53, -4.60], [0.62, -2.61, -2.73], [-4.63, 0.50, -1.26], [-3.46, 13.08, -2.80], [-3.87, 4.22, 0.11], [-0.68, -0.69, 0.08], [2.79, -0.23, 6.44], [-0.05, -1.17, -0.26], [-4.12, -0.89, 1.60], [-0.13, 3.74, 4.20], [5.36, -8.73, 3.35], [-5.12, 3.95, -0.18], [-1.00, -0.05, 2.67], [0.95, -0.04, -0.06], [6.38, -7.30, -3.37], [4.56, -9.20, 4.24], [-6.96, 12.03, -2.43], [-1.58, -3.23, -1.81], [0.88, -4.18, 0.16], [7.07, -9.38, 7.98], [0.24, 0.47, -0.09], [-2.79, -0.02, -0.43], [2.16, 1.31, -0.64], [-2.17, 2.01, 11.30], [-2.23, 0.72, 0.48], [-2.11, -2.65, -0.43], [0.55, 0.07, -0.09], [-2.39, 1.53, -0.28], [6.72, -4.51, -6.18], [-2.10, 7.08, 3.80], [0.47, 12.91, 0.55], [-1.98, -3.95, -2.72], [2.60, -1.59, 5.71], [-0.99, -3.30, 0.87], [-4.29, -2.92, -0.90], [5.72, -0.64, -12.30], [3.18, 0.81, 6.10], [-0.61, -1.37, 0.11], [6.09, -5.92, -0.28], [-0.51, -1.36, -3.76], [0.32, 0.25, 0.58], [-1.99, -5.38, -4.22], [1.58, -0.22, -1.33], [-2.25, 8.52, -1.70], [-0.23, 0.14, 0.27], [3.11, -0.08, -3.16], [-4.33, 8.51, -2.10], [2.44, -4.45, 2.06], [-1.98, -6.66, -0.56], [1.77, 7.33, 4.83], [1.06, -0.91, -0.12]], "lowdin_charge": [0.09, -0.25, 0.23, 0.17, 0.15, -0.11, 0.01, 0.10, -0.20, 0.15, -0.07, -0.03, 0.14, -0.42, 0.18, 0.09, 0.03, 0.00, 0.01, 0.21, 0.96, -0.12, 0.09, 0.14, 0.19, -0.07, 0.13, 0.04, 0.09, 0.18, -0.31, -0.05, -0.31, 0.08, -0.03, 0.16, -0.34, -0.01, -0.33, 0.12, -0.22, -0.11, 0.06, -0.48, 0.13, -0.53, 0.07, -0.01, 0.01, 0.28, -0.23, -0.21, 0.14]}

{"formula": "C3H6N2", "method": "ωB97M-V/def2-TZVPD", "smiles": "[H]/N=C(\\C)N=C", "relative_energy_kj_mol": 131.9, "homo_lumo_gap_ev": 10.2328, "lumo_energy_ev": 0.53, "species": ["N", "C", "N", "H", "C", "H", "C", "H", "H", "H", "H"], "xyz": [[-0.897, -1.781, 0.062], [-0.989, 0.669, -0.097], [1.094, -0.790, 0.110], [2.956, -0.083, 0.169], [-0.294, -0.671, 0.026], [-0.299, 1.505, -0.110], [1.907, 0.165, 0.095], [-1.911, -1.722, 0.002], [-1.670, 0.791, 0.741], [-1.572, 0.681, -1.014], [1.676, 1.235, 0.015]], "atomic_forces_ev_per_a": [[-0.03, -0.50, 0.03], [0.16, -0.18, 0.02], [0.73, -0.52, 0.07], [0.25, 0.02, 0.01], [-0.86, 0.16, -0.06], [-0.03, 0.11, -0.01], [0.07, 0.45, -0.02], [0.01, 0.40, -0.02], [-0.06, 0.07, 0.07], [-0.05, 0.06, -0.08], [-0.19, -0.09, -0.01]], "lowdin_charge": [0.15, -0.04, 0.03, 0.07, -0.50, 0.04, -0.03, 0.05, 0.08, 0.08, 0.07]}